The following is a quantum chemistry calculation of a cluster of 2 separate species, C6H15NO in total in a non-equilibrium geometry, from OMol25.

Element x y z (Å)
C  -0.793  1.487  -1.220
C  -0.400  0.720  0.019
O  -0.621  1.129  1.158
C  1.289  0.024  -0.168
C  2.176  1.221  -0.464
N  1.557  -0.619  1.107
H  -1.878  1.616  -1.219
H  -0.329  2.473  -1.203
H  -0.494  0.960  -2.127
H  1.364  -0.708  -0.981
H  1.939  2.055  0.202
H  3.230  0.959  -0.315
H  2.073  1.556  -1.499
H  1.037  -0.117  1.832
H  2.540  -0.566  1.358
C  -1.700  -1.832  1.132
C  -1.580  -1.187  -0.228
H  -1.759  -1.056  1.899
H  -0.825  -2.446  1.351
H  -2.597  -2.454  1.194
H  -2.465  -0.603  -0.482
H  -1.429  -1.905  -1.040
H  -0.335  -0.707  -0.307

Values from the calculation:
LUMO energy ... 0.0345 hartree
Energy ... -10000.055 eV
SMILES string ... CC(=O)[C@@H](C)N.CC
Multiplicity ... 1

=====

The following is a quantum chemistry calculation of a structure of composition C5H14N3 in a non-equilibrium geometry, from OMol25.

Element x y z (Å)
C  2.339  -0.103  0.179
C  -1.366  0.537  -1.410
C  1.183  -0.064  -0.901
C  -0.501  0.999  0.863
C  -0.076  0.801  -0.522
N  0.157  -1.131  2.292
N  -1.875  -1.228  1.149
N  -0.785  -0.716  1.658
H  2.390  -0.853  0.908
H  3.376  -0.239  -0.366
H  2.325  0.855  0.617
H  -2.077  1.179  -0.896
H  -1.755  -0.492  -1.539
H  -1.168  0.763  -2.400
H  1.480  0.194  -1.872
H  0.715  -1.066  -0.991
H  -1.462  1.251  1.092
H  0.249  1.151  1.642
H  0.385  1.708  -0.726
H  0.191  -2.096  2.635
H  -2.135  -0.704  0.322
H  -2.302  -2.072  1.515

Values from the calculation:
LUMO energy ... -0.1473 hartree
Energy ... -9871.257 eV
Total charge ... +1
Multiplicity ... 1

=====

The following is a quantum chemistry calculation of a structure of composition C23H30F6GaN3O4S3Te, from OMol25.

Element x y z (Å)
Ga  -0.770  0.296  0.891
F  4.226  -0.189  0.015
C  3.246  -0.965  -0.377
F  3.542  -2.232  -0.236
F  2.904  -0.692  -1.626
S  1.750  -0.580  0.659
O  0.602  -1.376  0.198
O  1.355  0.829  0.437
N  2.213  -0.854  2.108
S  1.263  -0.258  3.239
O  -0.130  -0.121  2.683
O  1.360  -0.951  4.459
C  1.815  1.526  3.517
F  0.969  2.335  2.888
F  1.790  1.758  4.804
F  3.027  1.681  3.030
C  -4.479  4.066  -1.500
C  -4.431  3.977  -3.026
C  -3.041  3.819  -3.650
C  -2.438  2.419  -3.593
N  -2.173  1.995  -2.201
C  -1.119  2.220  -1.436
S  -1.461  2.345  0.315
N  0.124  2.386  -1.821
C  0.728  2.201  -3.152
C  0.840  3.495  -3.961
C  2.103  4.299  -3.654
C  2.242  4.718  -2.195
H  -5.431  4.484  -1.174
H  -3.692  4.719  -1.116
H  -4.394  3.098  -0.997
H  -4.861  4.893  -3.433
H  -5.081  3.170  -3.379
H  -2.343  4.530  -3.195
H  -3.094  4.084  -4.708
H  -1.524  2.370  -4.172
H  -3.126  1.683  -4.012
H  -3.023  1.888  -1.659
H  0.761  2.627  -1.073
H  0.163  1.425  -3.667
H  1.720  1.787  -2.963
H  -0.045  4.110  -3.775
H  0.824  3.235  -5.021
H  2.103  5.185  -4.290
H  2.976  3.714  -3.953
H  1.346  5.229  -1.833
H  3.081  5.399  -2.066
H  2.445  3.864  -1.539
Te  -2.690  -1.503  1.070
C  -4.277  -0.393  0.246
C  -4.422  -0.238  -1.130
C  -5.509  0.472  -1.616
C  -6.431  1.030  -0.737
C  -6.278  0.868  0.631
C  -5.200  0.145  1.132
C  -2.265  -2.787  -0.525
C  -2.642  -4.115  -0.362
C  -2.428  -5.009  -1.402
C  -1.844  -4.576  -2.582
C  -1.463  -3.248  -2.733
C  -1.669  -2.346  -1.703
H  -3.734  -0.712  -1.818
H  -5.654  0.570  -2.685
H  -7.282  1.576  -1.122
H  -7.004  1.285  1.314
H  -5.103  0.005  2.202
H  -3.098  -4.462  0.557
H  -2.719  -6.043  -1.285
H  -1.678  -5.277  -3.389
H  -0.999  -2.919  -3.654
H  -1.356  -1.314  -1.821

Values from the calculation:
LUMO energy ... -0.2432 hartree
Energy ... -145463.215 eV
Total charge ... +2
Multiplicity ... 1

=====

The following is a quantum chemistry calculation of a cluster of 2 separate species, CH3FO3P in total in a non-equilibrium geometry, from OMol25.

Element x y z (Å)
C  -0.128  -0.284  -1.307
O  0.879  1.913  -0.077
O  -1.386  0.934  0.822
O  1.354  -0.696  2.213
F  0.125  -1.205  2.718
P  -0.083  0.832  0.164
H  0.658  -0.985  -1.155
H  -1.059  -0.820  -1.119
H  -0.359  0.311  -2.259

Values from the calculation:
LUMO energy ... 0.1309 hartree
Energy ... -19232.777 eV
Total charge ... -1
Multiplicity ... 1

=====

The following is a quantum chemistry calculation of the ion C4H4IN2 with charge +1 in a non-equilibrium geometry, from OMol25.

Element x y z (Å)
C  0.455  1.071  -0.552
C  0.703  0.123  -1.642
C  -0.272  -0.981  0.012
C  0.765  2.430  -0.887
N  0.300  -1.073  -1.217
N  -0.161  0.236  0.519
I  1.526  2.931  -2.667
H  -0.604  -1.788  0.750
H  0.809  3.308  -0.125
H  0.566  -1.917  -1.715
H  -0.794  0.657  1.325

Values from the calculation:
LUMO energy ... -0.2179 hartree
Energy ... -15282.801 eV
Total charge ... +1
Multiplicity ... 1

=====

The following is a quantum chemistry calculation of a cluster of 2 separate species, C4H12NO in total in a non-equilibrium geometry, from OMol25.

Element x y z (Å)
C  -0.776  0.360  1.014
C  0.270  1.005  0.096
C  -0.180  1.248  -1.349
C  -1.328  0.852  -1.891
N  -0.838  -1.110  0.754
H  -0.522  0.584  2.043
H  -1.758  0.771  0.776
H  0.716  1.868  0.576
H  0.999  0.203  -0.064
H  0.561  1.875  -1.819
H  -1.523  1.239  -2.884
H  -2.095  0.236  -1.448
H  0.126  -1.476  0.655
H  -1.316  -1.591  1.514
H  -1.231  -1.300  -0.175
H  2.758  -2.295  0.621
H  2.671  -0.847  0.347
O  2.254  -1.503  0.906

Values from the calculation:
LUMO energy ... -0.1218 hartree
Energy ... -7872.965 eV
Total charge ... +1
Multiplicity ... 1

=====

Energy above the lowest of the compared OMol25 structures with the same formula, charge and spin in kcal per mole, matching the order above: 85.4; 136.3; 11.7; 53.5; 31.1; 30.6
Gap between HOMO and LUMO in eV, matching the order above: 9.664; 10.791; 8.422; 7.403; 6.808; 10.508
E_HOMO in eV, matching the order above: -8.73; -14.80; -15.04; -3.84; -12.74; -13.82